i | Molecular formula: C5H8O2P
Method: DFT, ωB97M-V/def2-TZVPD

```
! wB97M-V def2-TZVPD RIJCOSX def2/J DEFGRID3
* xyz -1 1
H 1.24 -1.83 -2.16
H -0.55 -1.78 -1.53
H -1.78 0.52 -0.30
C -1.57 0.69 0.79
P 0.50 1.28 -1.00
O 1.94 1.72 -1.05
H -0.37 2.47 0.75
H 1.72 -2.85 1.74
C 0.97 -1.99 -0.07
H -2.27 1.42 1.09
H -1.66 -0.07 1.61
C 0.56 -1.66 -1.31
O -0.46 1.84 -1.96
C 1.39 -2.13 1.07
C -0.20 1.34 0.78
H 0.53 1.04 1.55
*
```

The value obtained for the frontier orbital gap (spin up / spin down) is 6.72 / 6.72 eV.

=====

ii | Molecular formula: C5H8O2P
Method: DFT, ωB97M-V/def2-TZVPD

```
! wB97M-V def2-TZVPD RIJCOSX def2/J DEFGRID3
* xyz -1 1
H -2.58 1.23 -1.36
H 2.03 -1.99 0.50
C -0.36 0.39 0.64
C -1.05 1.77 0.33
O 1.41 1.07 -1.48
H 2.85 -1.42 -0.80
H -1.52 -1.28 -0.81
C -1.89 0.96 -0.68
C -1.32 -0.22 -0.37
C 1.87 -1.36 -0.38
P 1.48 0.53 -0.10
H -1.39 2.31 1.28
H 1.26 -1.61 -1.23
O 2.42 1.13 0.93
H -0.33 2.44 -0.12
H -0.54 0.18 1.71
*
```

As for the SMILES: C[P@@](=O)([O-])[C@@H]1C=CC1. The value obtained for the frontier orbital gap is 8.39 eV.

=====

The structure with the greatest stability is ii.